# 1
Below is a structure of composition C53H54Ge2NOS5Ti at a distorted geometry, with properties calculated with ωB97M-V/def2-TZVPD.

The geometry in ORCA input format:
```
! RIJCOSX wB97M-V def2-TZVPD def2/J DEFGRID3
* xyz -1 1
Ti 1.027 -1.733 -1.020
O 0.689 -3.456 -1.512
N 1.333 -4.250 -2.358
C 0.745 -5.402 -2.734
C 1.395 -6.290 -3.539
C 2.684 -5.970 -3.997
C 3.251 -4.779 -3.637
C 2.573 -3.871 -2.792
S 3.173 -2.383 -2.285
H -0.255 -5.552 -2.355
H 0.911 -7.212 -3.820
H 3.220 -6.659 -4.635
H 4.230 -4.480 -3.981
C 5.177 3.811 1.975
C 4.207 2.853 2.614
C 2.909 3.247 2.917
C 1.989 2.359 3.451
C 0.577 2.793 3.727
C 2.371 1.032 3.699
C 3.691 0.632 3.447
C 4.165 -0.773 3.722
C 4.583 1.550 2.901
C 1.373 0.055 4.241
C 1.335 -0.162 5.615
C 0.474 -1.107 6.149
C -0.330 -1.850 5.303
C -0.299 -1.640 3.925
C 0.532 -0.664 3.362
Ge 0.885 -0.100 1.362
S 2.024 -2.071 0.981
S -1.026 -0.882 -0.091
Ge -0.394 0.343 -2.022
S -0.516 -1.197 -3.497
S 1.810 0.399 -1.546
C -1.212 2.169 -2.319
C -0.474 3.224 -2.882
C -1.101 4.445 -3.125
C -2.431 4.645 -2.804
C -3.159 3.605 -2.257
C -2.564 2.366 -2.026
C -3.441 1.305 -1.454
C -3.760 1.360 -0.091
C -3.093 2.356 0.823
C -4.706 0.475 0.411
C -5.296 -0.490 -0.392
C -6.285 -1.472 0.180
C -4.947 -0.542 -1.733
C -4.042 0.355 -2.287
C -3.727 0.294 -3.757
C 0.978 3.141 -3.207
C 1.416 2.556 -4.394
C 0.456 1.960 -5.391
C 2.783 2.491 -4.650
C 3.713 3.009 -3.767
C 5.192 2.880 -4.017
C 3.255 3.629 -2.609
C 1.906 3.692 -2.305
C 1.470 4.243 -0.974
C -1.166 -2.503 3.073
C -0.737 -3.766 2.654
C 0.636 -4.298 2.978
C -1.602 -4.560 1.903
C -2.876 -4.136 1.564
C -3.822 -5.019 0.793
C -3.283 -2.875 1.985
C -2.450 -2.059 2.733
C -2.924 -0.703 3.179
H 4.767 4.820 1.937
H 5.396 3.496 0.952
H 6.120 3.843 2.523
H 2.597 4.266 2.712
H 0.449 3.860 3.542
H 0.295 2.569 4.757
H -0.107 2.241 3.073
H 3.503 -1.293 4.410
H 5.173 -0.763 4.141
H 4.185 -1.342 2.790
H 5.597 1.227 2.681
H 2.001 0.400 6.262
H 0.441 -1.272 7.220
H -0.998 -2.604 5.709
H -0.518 5.248 -3.562
H -2.899 5.607 -2.976
H -4.208 3.733 -2.018
H -2.050 2.504 0.541
H -3.123 2.007 1.856
H -3.590 3.328 0.778
H -4.980 0.541 1.458
H -6.504 -1.241 1.223
H -5.884 -2.487 0.128
H -7.222 -1.458 -0.380
H -5.401 -1.295 -2.371
H -4.573 -0.107 -4.316
H -2.865 -0.356 -3.930
H -3.476 1.279 -4.150
H -0.580 2.150 -5.117
H 0.594 0.877 -5.435
H 0.637 2.371 -6.386
H 3.120 1.992 -5.554
H 5.389 2.442 -4.995
H 5.643 2.239 -3.257
H 5.687 3.853 -3.968
H 3.972 4.030 -1.899
H 2.221 4.927 -0.577
H 1.365 3.415 -0.262
H 0.513 4.758 -1.035
H 1.200 -3.604 3.596
H 1.199 -4.453 2.057
H 0.563 -5.255 3.501
H -1.260 -5.539 1.577
H -3.340 -5.955 0.509
H -4.176 -4.519 -0.110
H -4.698 -5.261 1.400
H -4.276 -2.520 1.726
H -4.012 -0.675 3.228
H -2.593 0.049 2.460
H -2.512 -0.440 4.153
*
```

Results
Largest force on an atom in eV Å⁻¹: 2.0
E in a.u.: -9176.594610
HOMO-LUMO gap in eV: 6.1
ΔE to the lowest compared entry with this formula, charge and spin in kcal per mole: 30.76
Lowest unoccupied orbital energy in eV: 2.21
M in u: 1074.44

# 2
Below is a structure of composition CH6N3O at a distorted geometry, with properties calculated with ωB97M-V/def2-TZVPD.

The geometry in ORCA input format:
```
! RIJCOSX wB97M-V def2-TZVPD def2/J DEFGRID3
* xyz 1 1
C 0.608 -0.044 0.018
N -2.512 -0.033 0.068
N 1.334 1.034 0.076
N 1.033 -1.262 -0.104
O -0.720 0.338 -0.034
H -2.732 0.724 0.772
H 1.108 1.980 0.273
H 2.388 0.836 -0.114
H 0.328 -2.081 0.044
H 1.983 -1.684 -0.083
H -2.819 0.191 -0.914
*
```

Results
Largest force on an atom in eV Å⁻¹: 5.7
E in a.u.: -280.829031
HOMO-LUMO gap (alpha / beta) in eV: 9.5 / 9.5
ΔE to the lowest compared entry with this formula, charge and spin in kcal per mole: 65.47
Lowest unoccupied orbital energy (alpha / beta) in eV: -5.98 / -5.97
M in u: 76.08

# 3
Below is a cluster of 2 separate species, C2H3BrCl2O2S in total at a distorted geometry, with properties calculated with ωB97M-V/def2-TZVPD.

The geometry in ORCA input format:
```
! RIJCOSX wB97M-V def2-TZVPD def2/J DEFGRID3
* xyz 0 1
C -1.389 0.521 0.546
C -1.033 -0.300 -0.648
O 1.528 -0.033 1.276
O 2.456 -1.678 -0.334
S 1.664 -0.485 -0.157
Cl -1.283 2.189 -0.060
Cl 2.937 1.060 -0.993
Br -1.024 -2.202 -0.431
H -2.304 0.403 1.139
H -0.422 0.437 1.296
H -1.132 0.087 -1.634
*
```

Results
Largest force on an atom in eV Å⁻¹: 3.7
E in a.u.: -4120.947746
HOMO-LUMO gap (alpha / beta) in eV: 6.3 / 7.7
ΔE to the lowest compared entry with this formula, charge and spin in kcal per mole: 38.26
Lowest unoccupied orbital energy (alpha / beta) in eV: -3.44 / -2.52
M in u: 241.92

# 4
Below is a structure of composition C22H16CoF12N2O4, with properties calculated with ωB97M-V/def2-TZVPD.

The geometry in ORCA input format:
```
! RIJCOSX wB97M-V def2-TZVPD def2/J DEFGRID3
* xyz -2 4
Co 0.658 -1.691 -0.140
C -3.212 3.177 -3.683
C -2.453 2.363 -2.668
C -1.864 2.940 -1.550
C -1.154 2.178 -0.650
C -0.983 0.773 -0.783
N -0.287 0.069 0.147
C -0.046 0.637 1.394
C -1.146 1.050 2.172
C -1.003 1.595 3.426
C 0.265 1.753 3.980
C 0.451 2.317 5.365
C 1.351 1.330 3.234
C 1.240 0.760 1.962
C 2.500 0.301 1.176
O 2.386 -0.833 0.466
C 3.706 0.050 2.148
F 3.354 -0.747 3.169
F 4.724 -0.565 1.526
F 4.256 1.170 2.702
C 2.909 1.482 0.236
F 2.967 2.685 0.863
F 4.132 1.299 -0.317
F 2.048 1.619 -0.772
C -1.540 0.188 -1.967
C -2.260 0.999 -2.839
C -1.372 -1.321 -2.272
O -0.176 -1.859 -1.955
C -2.528 -2.081 -1.540
F -2.620 -3.377 -1.915
F -2.345 -2.074 -0.219
F -3.756 -1.544 -1.764
C -1.534 -1.625 -3.801
F -0.777 -0.802 -4.552
F -1.142 -2.870 -4.108
F -2.805 -1.526 -4.287
H -3.692 4.041 -3.216
H -3.994 2.581 -4.160
H -2.563 3.557 -4.479
H -1.954 4.010 -1.382
H -0.690 2.666 0.196
H -2.129 0.921 1.734
H -1.882 1.896 3.990
H -0.320 3.056 5.597
H 1.424 2.803 5.464
H 0.396 1.535 6.129
H 2.330 1.464 3.672
H -2.716 0.554 -3.712
N 2.068 -3.185 -0.922
C 1.631 -4.498 -0.476
C 0.790 -4.424 0.818
O 0.642 -5.473 1.451
O 0.297 -3.285 1.088
H 2.074 -3.062 -1.924
H 2.924 -2.852 -0.500
H 2.448 -5.208 -0.314
H 0.973 -4.918 -1.240
*
```

Results
Largest force on an atom in eV Å⁻¹: 0.1
E in a.u.: -3839.826433
HOMO-LUMO gap (alpha / beta) in eV: 6.0 / 6.0
<S²>: 3.76
Lowest unoccupied orbital energy (alpha / beta) in eV: 4.77 / 4.77
M in u: 659.29

# 5
Below is a cluster of 2 separate species, C5H11NO3 in total at a distorted geometry, with properties calculated with ωB97M-V/def2-TZVPD.

The geometry in ORCA input format:
```
! RIJCOSX wB97M-V def2-TZVPD def2/J DEFGRID3
* xyz 0 1
C 2.062 -0.838 0.411
C 0.700 -1.293 -0.050
O 0.457 -2.444 -0.407
N -0.487 -0.609 0.718
O -1.595 -1.434 0.676
O -0.214 -0.258 2.063
H 2.127 0.244 0.479
H 2.802 -1.198 -0.302
H 2.262 -1.271 1.391
H -1.218 -2.255 0.259
H -1.075 0.025 2.413
C -1.786 0.652 -1.405
C -0.598 0.715 -0.799
C 0.088 1.969 -0.350
H -2.244 -0.282 -1.690
H -2.337 1.564 -1.605
H 0.273 -0.185 -1.107
H -0.609 2.804 -0.417
H 0.960 2.192 -0.964
H 0.432 1.901 0.685
*
```

Results
Largest force on an atom in eV Å⁻¹: 3.7
E in a.u.: -477.348023
HOMO-LUMO gap in eV: 7.6
ΔE to the lowest compared entry with this formula, charge and spin in kcal per mole: 174.11
Lowest unoccupied orbital energy in eV: 0.05
SMILES: CC(=O)N(O)O.C=CC
M in u: 133.15

Question: Which value of E does entry 2 give?
Answer: -280.829031 a.u.